{
  "formula": "C40H82BrNO16PS10",
  "method": "ωB97M-V/def2-TZVPD",
  "charge": 1,
  "homo_lumo_gap_ev": 7.55,
  "e_lumo_ev": -3.0562,
  "fmax_ha_per_bohr": 0.0174,
  "e_homo_ev": -10.6,
  "relative_energy_kj_mol": 0.0,
  "energy_ha": -9728.836280,
  "symbols": ["C", "C", "N", "C", "C", "C", "S", "S", "C", "C", "C", "P", "Br", "H", "H", "H", "H", "H", "H", "H", "H", "H", "H", "H", "H", "H", "H", "H", "H", "H", "H", "C", "C", "C", "S", "O", "O", "C", "H", "H", "H", "H", "H", "H", "H", "H", "C", "C", "C", "S", "O", "O", "C", "H", "H", "H", "H", "H", "H", "H", "H", "C", "C", "C", "S", "O", "O", "C", "H", "H", "H", "H", "H", "H", "H", "H", "C", "C", "C", "S", "O", "O", "C", "H", "H", "H", "H", "H", "H", "H", "H", "C", "C", "C", "S", "O", "O", "C", "H", "H", "H", "H", "H", "H", "H", "H", "C", "C", "C", "S", "O", "O", "C", "H", "H", "H", "H", "H", "H", "H", "H", "C", "C", "C", "S", "O", "O", "C", "H", "H", "H", "H", "H", "H", "H", "H", "C", "C", "C", "S", "O", "O", "C", "H", "H", "H", "H", "H", "H", "H", "H"],
  "coordinates": [[3.010, -0.449, 1.400], [2.955, 0.801, 0.508], [3.805, 1.878, 1.031], [4.054, 3.003, 0.098], [4.642, 2.564, -1.251], [3.352, 2.363, 2.299], [4.349, 2.525, 3.550], [1.598, 2.651, 2.649], [0.963, 3.863, 1.448], [0.411, 3.385, 0.095], [-0.565, 2.217, 0.252], [-0.579, 0.938, -1.019], [0.746, 1.256, -2.684], [2.193, -0.465, 2.128], [3.971, -0.474, 1.924], [2.920, -1.356, 0.795], [1.901, 1.130, 0.425], [3.299, 0.544, -0.497], [3.141, 3.580, -0.082], [4.751, 3.681, 0.604], [3.900, 2.670, -2.054], [4.912, 1.503, -1.223], [5.522, 3.142, -1.532], [0.167, 4.381, 1.998], [1.738, 4.613, 1.259], [-0.104, 4.229, -0.378], [1.248, 3.131, -0.564], [-1.601, 2.584, 0.268], [-0.403, 1.656, 1.186], [-1.860, 0.744, -1.535], [-0.194, -0.283, -0.464], [-6.237, 0.767, -3.826], [-6.796, -0.509, -3.183], [-5.601, -1.348, -2.715], [-4.289, -0.181, -2.361], [-3.177, -0.385, -3.267], [-3.998, -0.123, -0.943], [-5.176, 1.290, -2.862], [-7.014, 1.510, -3.999], [-5.778, 0.532, -4.789], [-7.420, -0.247, -2.327], [-7.412, -1.080, -3.874], [-5.816, -1.916, -1.814], [-5.244, -2.015, -3.497], [-4.473, 1.992, -3.306], [-5.623, 1.719, -1.964], [-1.137, -1.821, 4.884], [-1.806, -3.051, 4.255], [-2.090, -2.712, 2.787], [-0.827, -1.532, 2.318], [-1.445, -0.259, 1.986], [0.070, -2.110, 1.338], [-0.042, -1.401, 3.910], [-0.721, -2.032, 5.867], [-1.875, -1.024, 4.997], [-1.142, -3.916, 4.313], [-2.729, -3.308, 4.773], [-2.015, -3.567, 2.119], [-3.051, -2.218, 2.652], [0.312, -0.379, 4.044], [0.803, -2.091, 3.912], [-1.631, 4.001, 6.612], [-1.597, 3.791, 5.099], [-1.230, 2.325, 4.845], [-1.841, 1.415, 6.284], [-0.709, 0.837, 6.968], [-2.957, 0.582, 5.896], [-2.439, 2.842, 7.181], [-2.079, 4.954, 6.883], [-0.615, 3.984, 7.013], [-2.583, 4.006, 4.680], [-0.878, 4.455, 4.619], [-1.697, 1.904, 3.954], [-0.151, 2.192, 4.805], [-2.291, 2.679, 8.245], [-3.499, 2.949, 6.956], [8.642, -0.395, -3.757], [9.673, 0.584, -4.334], [8.939, 1.897, -4.634], [7.576, 1.979, -3.467], [6.326, 1.923, -4.191], [7.793, 3.036, -2.510], [7.866, 0.387, -2.702], [9.115, -1.276, -3.327], [7.963, -0.727, -4.543], [10.462, 0.761, -3.601], [10.143, 0.190, -5.234], [9.559, 2.779, -4.490], [8.504, 1.908, -5.632], [6.908, -0.053, -2.435], [8.462, 0.564, -1.806], [-6.343, 6.965, 9.907], [-6.390, 7.593, 8.507], [-5.236, 6.988, 7.696], [-4.953, 5.351, 8.387], [-3.636, 5.314, 8.976], [-5.345, 4.345, 7.429], [-6.174, 5.465, 9.688], [-7.244, 7.180, 10.478], [-5.490, 7.357, 10.465], [-7.342, 7.353, 8.030], [-6.308, 8.678, 8.547], [-5.469, 6.875, 6.640], [-4.311, 7.550, 7.816], [-5.807, 4.923, 10.556], [-7.087, 5.004, 9.313], [2.787, -0.014, -5.713], [2.591, 0.516, -7.139], [3.653, -0.148, -8.026], [4.014, -1.742, -7.269], [5.379, -1.756, -6.809], [3.515, -2.811, -8.091], [2.939, -1.525, -5.849], [1.942, 0.220, -5.063], [3.692, 0.419, -5.278], [1.596, 0.243, -7.498], [2.670, 1.601, -7.181], [3.306, -0.331, -9.039], [4.585, 0.415, -8.046], [3.396, -2.011, -4.989], [1.990, -2.003, -6.093], [4.439, -4.430, -3.096], [4.295, -4.733, -4.594], [4.600, -6.221, -4.794], [4.155, -7.033, -3.249], [5.347, -7.564, -2.642], [2.996, -7.864, -3.441], [3.689, -5.541, -2.370], [4.040, -3.449, -2.836], [5.494, -4.448, -2.813], [3.271, -4.524, -4.913], [4.959, -4.112, -5.196], [4.021, -6.672, -5.595], [5.661, -6.404, -4.957], [3.959, -5.658, -1.323], [2.609, -5.431, -2.470], [-5.508, -6.623, -0.861], [-4.610, -6.201, -2.032], [-5.499, -6.102, -3.277], [-7.148, -5.691, -2.680], [-8.035, -6.783, -2.974], [-7.489, -4.344, -3.073], [-6.743, -5.731, -0.935], [-5.003, -6.520, 0.098], [-5.801, -7.669, -0.974], [-4.162, -5.227, -1.817], [-3.796, -6.907, -2.191], [-5.185, -5.325, -3.969], [-5.580, -7.052, -3.801], [-7.604, -6.110, -0.389], [-6.522, -4.709, -0.627]],
  "mulliken_charge": [-1.26, 0.46, 0.06, 0.17, -1.17, -0.57, -0.12, 0.38, -1.05, -0.35, -0.05, 0.88, -0.02, -0.03, 0.41, 0.40, -0.51, 0.57, -0.12, 0.53, 0.18, 0.12, 0.43, 0.44, 0.57, 0.48, 0.02, 0.75, -0.35, -0.25, 0.01, -0.62, -0.72, -0.40, 1.31, -0.70, -0.65, -0.79, 0.37, 0.30, 0.33, 0.33, 0.23, 0.29, 0.40, 0.41, -0.36, -0.87, -0.93, 1.50, -0.71, -0.79, -0.69, 0.57, -0.01, 0.35, 0.40, 0.45, 0.36, 0.31, 0.45, -0.80, -0.61, -0.19, 1.26, -0.70, -0.75, -0.79, 0.42, 0.31, 0.39, 0.24, 0.23, 0.17, 0.48, 0.29, -0.54, -0.64, -0.76, 1.19, -0.57, -0.70, -0.62, 0.38, 0.19, 0.31, 0.35, 0.36, 0.37, 0.31, 0.39, -0.56, -0.63, -0.73, 1.32, -0.67, -0.71, -0.80, 0.35, 0.29, 0.30, 0.33, 0.39, 0.39, 0.40, 0.35, 0.05, -0.83, -0.72, 1.16, -0.60, -0.68, -0.38, -0.25, 0.31, 0.33, 0.39, 0.39, 0.36, -0.04, 0.40, -0.56, -0.33, -0.78, 1.17, -0.65, -0.67, -0.77, 0.30, 0.32, 0.19, 0.25, 0.39, 0.38, 0.43, 0.35, -0.62, -0.52, -0.64, 1.09, -0.66, -0.60, -0.63, 0.35, 0.31, 0.22, 0.33, 0.35, 0.35, 0.40, 0.28]
}